Below is an isolated ion of composition C4H10N2 and charge +1, with properties calculated with the ωB97M-V functional and the def2-TZVPD basis.

Atoms and positions in Å:
C  -0.670  -1.603  -0.825
C  0.323  -1.120  0.242
C  0.761  0.371  0.193
C  -0.467  1.320  0.423
N  -1.453  1.237  -0.675
N  1.909  0.380  1.112
H  -1.447  -0.878  -0.937
H  -1.021  -2.587  -0.752
H  -0.099  -1.493  -1.770
H  1.225  -1.746  0.111
H  0.063  -1.126  1.295
H  -0.939  0.989  1.291
H  -1.274  2.060  -1.289
H  -0.015  2.304  0.625
H  2.114  1.158  1.728
H  0.988  0.732  -0.772

Cartesian forces (eV/Å) of the 6 atoms listed first:
C 2.158 2.368 -0.681
C 0.169 0.109 -0.211
C 3.280 -3.665 1.293
C -3.114 2.816 -2.024
N 2.423 0.945 2.667
N -2.199 0.397 -1.974

As for the multiplicity: 2. For the frontier orbital gap (spin up / spin down), the calculation gives 5.967 / 8.363 eV. As for the relative energy (zero: lowest compared OMol25 entry of this formula, charge and spin): 7.116 eV. Its net charge is +1. As for the HOMO energy (spin up / spin down): -15.621 / -15.993 eV.


Below is a 2-piece molecular cluster, H6S2Si2 overall, with properties calculated with the ωB97M-V functional and the def2-TZVPD basis.

Atoms and positions in Å:
Si  2.793  -0.612  0.187
Si  -2.554  0.508  0.748
S  1.173  -0.204  1.577
S  -0.250  -1.556  1.112
H  3.343  -2.034  0.211
H  2.057  -0.274  -1.183
H  3.751  0.275  0.749
H  -1.623  1.546  0.337
H  -2.871  -0.254  -0.554
H  -3.016  0.877  2.083

Cartesian forces (eV/Å) of the 6 atoms listed first:
Si -2.364 -0.938 -1.097
Si 3.196 -1.971 -1.250
S 1.116 0.257 0.424
S -2.305 1.016 -0.393
H -0.383 0.764 -0.073
H 1.292 -0.362 1.136

As for the multiplicity: 1. For the frontier orbital gap (spin up / spin down), the calculation gives 6.144 / 6.142 eV. As for the relative energy (zero: lowest compared OMol25 entry of this formula, charge and spin): 2.561 eV. As for the HOMO energy (spin up / spin down): -7.498 / -7.497 eV.


no.,M (g/mol)
1,86.14
2,126.35